# 1
Here is a molecular structure, CH5FN3O at a distorted geometry from OMol25. Energies are from ωB97M-V with the def2-TZVPD basis set.

```
11
Properties=species:S:1:pos:R:3:mulliken_charge:R:1
C -1.72288 1.10137 1.69272 0.7195
N -1.92857 2.39556 1.65017 -0.3288
N -1.15494 -1.80397 0.76311 0.6047
N -0.10575 -1.98382 1.03368 -0.1017
O -1.76191 0.29232 0.79271 -0.6432
F -1.44180 0.65499 2.92903 -0.2111
H -2.16640 2.85352 0.77957 0.2503
H -1.87986 2.94391 2.49868 0.2443
H -2.09402 -1.66059 0.40212 0.4134
H 1.47909 -1.28698 -1.25274 0.2708
H 1.16405 -1.51544 -0.51968 -0.2182
```

Computed properties:
Energy above the lowest of the compared OMol25 structures with the same formula, charge and spin in kJ/mol: 176.4
Charge: +1
Kohn-Sham gap in eV: 9.85

***

# 2
Here is 2 unconnected molecules or ions with the total composition CH5FN4 at a distorted geometry from OMol25. Energies are from ωB97M-V with the def2-TZVPD basis set.

```
11
Properties=species:S:1:pos:R:3:mulliken_charge:R:1
C 0.36547 0.23571 -1.08516 0.5792
N -0.68161 0.75403 -1.48880 -0.5933
N 1.44104 -0.20490 -1.60623 -0.3866
N -0.81587 0.21732 1.71615 -0.3514
N 0.43392 0.08301 1.22502 -0.2340
F 0.96090 -1.30891 1.36300 -0.2892
H -1.31596 1.00170 -0.84846 0.3072
H 1.67073 -0.31923 -2.57130 0.2237
H 2.15426 -0.26018 -0.88004 0.2646
H -1.73962 -0.36700 1.61902 0.2214
H -0.84732 0.48747 2.75799 0.2585
```

Computed properties:
Energy above the lowest of the compared OMol25 structures with the same formula, charge and spin in kJ/mol: 285.3
Charge: 0
Kohn-Sham gap (alpha / beta) in eV: 7.95 / 8.52

***

# 3
Here is 2 unconnected molecules or ions with the total composition CH5FO2SSi at a distorted geometry from OMol25. Energies are from ωB97M-V with the def2-TZVPD basis set.

```
11
Properties=species:S:1:pos:R:3:mulliken_charge:R:1
C -2.39017 -0.24596 0.05087 -0.7097
O 2.18836 -1.13531 -0.16168 -0.4997
O 0.39985 1.03837 -0.38587 -0.0646
F 3.81884 0.72523 0.23146 -0.5029
Si 0.80847 -0.42412 -0.22198 -0.1294
S -0.98095 -1.51720 0.09227 0.2861
H -2.49149 0.25015 -0.92313 0.3250
H -2.17838 0.45919 0.90782 0.3149
H -3.30981 -0.87908 0.44085 0.2993
H 3.19346 -0.10457 0.25379 0.3856
H 0.94182 1.83329 -0.28441 0.2954
```

Computed properties:
Energy above the lowest of the compared OMol25 structures with the same formula, charge and spin in kJ/mol: 355.2
Charge: 0
Kohn-Sham gap (alpha / beta) in eV: 4.93 / 6.01
2S+1: 3
⟨S²⟩: 2.005

***

# 4
Here is CH5FOP2 in the gas phase at a distorted geometry from OMol25. Energies are from ωB97M-V with the def2-TZVPD basis set.

```
10
Properties=species:S:1:pos:R:3:mulliken_charge:R:1
C -0.96728 0.95539 0.07901 -0.8814
P -0.97653 -0.71504 -0.77436 0.3436
F -2.47747 -1.09454 -0.10138 -0.3410
P 0.51331 -1.53555 0.61361 0.0838
O 1.71336 -1.36009 -0.52474 -0.4939
H -2.00944 1.22773 0.37376 0.2567
H -0.78977 1.72745 -0.69287 0.2983
H -0.25070 0.98358 0.81156 0.3486
H 0.38878 -2.84910 0.35751 0.0326
H 2.39855 -0.79126 -0.09618 0.3526
```

Computed properties:
Structure (SMILES): CP(F)#[PH]O
Energy above the lowest of the compared OMol25 structures with the same formula, charge and spin in kJ/mol: 0.0
Charge: 0
Kohn-Sham gap in eV: 8.98

***

# 5
Here is CH5FP2 in the gas phase at a distorted geometry from OMol25. Energies are from ωB97M-V with the def2-TZVPD basis set.

```
9
Properties=species:S:1:pos:R:3:mulliken_charge:R:1
F -0.69389 -1.64767 0.04844 -0.2596
C -0.21977 -0.42221 0.27677 -0.1204
P 1.35168 -0.08427 -0.55372 -0.1093
P -1.67463 0.71564 -0.30549 -0.0450
H 0.04363 -0.48326 1.39927 0.3163
H 2.11076 -1.23655 0.21753 0.0558
H 1.52572 0.76654 0.58045 0.0511
H -1.58577 0.43080 -1.62134 0.0523
H -0.85774 1.96097 -0.04191 0.0589
```

Computed properties:
Structure (SMILES): FC(P)P
Energy above the lowest of the compared OMol25 structures with the same formula, charge and spin in kJ/mol: 223.8
Charge: 0
Kohn-Sham gap in eV: 10.26

***

# 6
Here is 2 unconnected molecules or ions with the total composition CH5IN3O at a distorted geometry from OMol25. Energies are from ωB97M-V with the def2-TZVPD basis set.

```
11
Properties=species:S:1:pos:R:3:mulliken_charge:R:1
C -0.54381 0.42866 0.04192 0.6492
N -0.92934 0.79497 1.24684 -0.1560
N 0.63366 -0.24894 -0.20066 -0.1381
N 0.94162 -0.91299 -1.28019 -0.3174
O -1.07605 1.07161 -1.01273 -0.3870
I 1.45954 -1.08660 2.63305 0.0896
H -0.46170 0.41937 2.01864 0.0017
H -1.86347 1.30844 1.35506 0.3055
H -0.62153 0.81878 -1.79770 0.3804
H 0.52906 -1.80849 -1.59107 0.2799
H 1.93202 -0.78482 -1.41316 0.2922
```

Computed properties:
Energy above the lowest of the compared OMol25 structures with the same formula, charge and spin in kJ/mol: 60.1
Charge: +1
Kohn-Sham gap (alpha / beta) in eV: 7.59 / 6.90

***

# 7
Here is a gas-phase ion, CH5IN4O (charge +2) at a distorted geometry from OMol25. Energies are from ωB97M-V with the def2-TZVPD basis set.

```
12
Properties=species:S:1:pos:R:3:mulliken_charge:R:1
C 1.46678 -1.47400 -0.06714 0.5117
N 0.21598 -1.34472 0.58853 0.0778
N 1.91290 -0.12406 -0.37412 -0.1341
N -0.58092 -0.29983 0.44035 -0.2649
N 1.07464 0.86810 -0.49088 -0.2961
O 2.10346 -2.43701 -0.21005 -0.3108
I 4.12209 0.16815 0.08338 0.7902
H 0.15964 -1.90369 1.45246 0.3296
H -1.13947 -0.24066 -0.42073 0.3417
H -1.09634 0.01950 1.27068 0.3145
H 1.35666 1.77809 -0.09930 0.3087
H 0.56491 0.94870 -1.38300 0.3317
```

Computed properties:
Charge: +2
Kohn-Sham gap (alpha / beta) in eV: 6.84 / 6.52
2S+1: 3
⟨S²⟩: 2.131

***

# 8
Here is 2 unconnected molecules or ions with the total composition CH5INO at a distorted geometry from OMol25. Energies are from ωB97M-V with the def2-TZVPD basis set.

```
9
Properties=species:S:1:pos:R:3:mulliken_charge:R:1
C -0.43983 -1.04430 -0.08980 -0.2570
N -0.80253 -0.02484 0.55936 -0.3439
O 1.27239 0.93855 -0.08622 -0.6694
I -1.79794 -2.45531 -0.88104 0.5966
H 0.65686 -1.28219 -0.11840 0.4802
H -0.15235 0.78599 0.65428 0.3497
H -1.80835 0.22648 0.51698 0.1827
H 1.90346 1.54437 0.35776 0.3320
H 1.16829 1.31125 -0.91291 0.3291
```

Computed properties:
Energy above the lowest of the compared OMol25 structures with the same formula, charge and spin in kJ/mol: 56.4
Charge: +1
Kohn-Sham gap (alpha / beta) in eV: 6.14 / 6.30
2S+1: 3
⟨S²⟩: 2.006

***

# 9
Here is CH5IP2 in the gas phase at a distorted geometry from OMol25. Energies are from ωB97M-V with the def2-TZVPD basis set.

```
9
Properties=species:S:1:pos:R:3:mulliken_charge:R:1
I 3.39558 -0.11330 0.03231 -0.0961
C 1.13645 0.07147 0.64155 -0.2665
P 0.19607 -1.27632 -0.00771 -0.1285
P 0.37960 1.33036 -0.44164 -0.0110
H 0.44936 -1.13128 -1.43101 0.0253
H 0.96230 -2.37824 0.57207 0.0827
H -0.90715 1.53609 0.06034 0.1337
H 0.68166 2.68560 -0.08837 0.1297
H 0.09581 1.36170 -1.89931 0.1309
```

Computed properties:
Structure (SMILES): IC1=[PH2][PH3]1
Energy above the lowest of the compared OMol25 structures with the same formula, charge and spin in kJ/mol: 239.7
Charge: 0
Kohn-Sham gap in eV: 8.11

***

# 10
Here is a molecular structure, CH5MgO2 at a distorted geometry from OMol25. Energies are from ωB97M-V with the def2-TZVPD basis set.

```
9
Properties=species:S:1:pos:R:3:mulliken_charge:R:1
O -0.61355 0.12516 -0.08215 -0.6574
H 2.76944 0.83578 0.00434 0.3973
C -1.98855 0.16267 0.08746 -0.5248
H -2.51489 -0.56890 -0.55419 0.2295
H -2.28308 -0.05085 1.13259 0.2397
H -2.39463 1.15834 -0.17227 0.1985
Mg 0.86440 -0.93459 -0.20873 1.2804
O 2.67081 -0.13339 -0.21074 -0.5278
H 3.49006 -0.59423 0.00370 0.3647
```

Computed properties:
Charge: +1
Kohn-Sham gap in eV: 7.29

***

Number 1: total energy -380.1332 a.u.. Number 2: total energy -359.7851 a.u.. Number 3: total energy -979.0198 a.u.. Number 4: total energy -898.9126 a.u.. Number 5: total energy -823.5740 a.u.. Number 6: total energy -577.9661 a.u.. Number 7: total energy -632.1601 a.u.. Number 8: total energy -468.3441 a.u.. Number 9: total energy -1021.3447 a.u.. Number 10: total energy -391.4326 a.u..